ORCA calculation (ωB97M-V/def2-TZVPD) on C26H26BN11O6STi as an isolated structure at a distorted geometry.

The calculation puts the strongest force on any atom at 2.08 eV/Å. For the energy above the lowest of the compared OMol25 structures with the same formula, charge and spin, the calculation gives 53.3 kcal per mole. The charge is -2. As for the multiplicity: 3.

Geometry as XYZ:
```
72
Properties=species:S:1:pos:R:3:forces:R:3:lowdin_charge:R:1
Ti 0.3491 0.0662 0.0353 -0.93 0.54 1.31 1.008
N -1.9026 0.8449 4.0184 0.23 -0.01 0.17 0.029
C -0.7065 1.1275 3.3687 0.53 -0.19 0.26 -0.994
S 0.7906 0.6883 4.1520 -0.54 0.02 -0.22 0.342
N -0.8944 1.7204 2.2331 -0.10 0.11 -0.66 -0.026
N 0.1418 1.7314 1.2927 -0.36 0.04 0.94 -0.089
C 0.4133 2.8818 0.8231 0.66 0.46 -0.43 -0.058
C 1.3892 3.1865 -0.2362 -0.47 0.07 0.48 -0.130
C 1.6238 4.5285 -0.5288 -0.03 0.18 -0.04 -0.048
C 2.5548 4.9151 -1.4743 0.04 -0.11 0.00 -0.107
C 3.2810 3.9246 -2.1379 -0.02 0.02 -0.02 -0.101
C 3.0643 2.5866 -1.8660 0.07 0.13 -0.18 -0.017
C 2.1009 2.1945 -0.9303 0.00 -0.60 0.23 -0.327
O 1.8870 0.9117 -0.7041 0.99 0.67 -0.62 -0.181
H -1.8347 0.8376 5.0198 -0.03 0.02 0.08 0.041
H -2.7068 1.2996 3.6121 0.01 0.02 0.00 0.074
H -0.1135 3.7170 1.2726 0.00 0.22 -0.01 0.129
H 1.0433 5.2789 -0.0015 0.01 -0.01 -0.03 0.109
H 2.7006 5.9622 -1.7064 0.00 -0.03 -0.01 0.089
H 4.0087 4.2055 -2.8937 -0.04 -0.02 0.04 0.091
H 3.5940 1.8029 -2.3967 -0.02 0.06 0.03 0.111
B -3.5628 -0.6733 -0.0278 0.03 0.08 -0.20 -0.411
N -3.1935 -0.6081 -1.5549 0.02 -0.26 0.36 -0.105
C -3.6550 0.3224 -2.4006 -0.05 -0.12 0.08 -0.125
C -3.2069 0.0257 -3.6752 0.11 -0.14 -0.02 -0.083
C -2.4346 -1.1276 -3.4880 -0.03 -0.18 0.03 -0.195
N -2.4326 -1.5148 -2.2070 -0.25 0.14 -0.12 0.029
N -2.5173 -1.4633 0.8440 0.22 0.14 -0.31 -0.049
C -2.8774 -2.5163 1.5921 -0.03 0.16 -0.03 -0.118
C -1.8412 -2.8510 2.4391 0.14 0.00 -0.01 -0.071
C -0.8440 -1.9282 2.1223 -0.03 0.09 0.05 -0.181
N -1.2383 -1.0946 1.1540 -0.67 -0.67 0.33 0.008
H -3.6643 0.4682 0.3766 0.01 -0.16 -0.07 0.067
H -4.6044 -1.3074 0.1045 0.14 0.09 -0.01 0.056
H -4.2571 1.1433 -2.0372 0.10 -0.09 -0.03 0.119
H -3.3611 0.5970 -4.5786 0.05 -0.07 0.11 0.090
H -1.8492 -1.6780 -4.2166 -0.07 0.12 0.12 0.092
H -3.8690 -2.9264 1.4860 0.08 0.04 0.00 0.101
H -1.8170 -3.6204 3.1929 0.00 0.03 -0.02 0.078
H 0.1113 -1.7823 2.6022 0.08 0.03 -0.02 0.074
C 4.1216 -2.4054 1.7813 -0.29 -0.13 -0.27 0.011
N 3.0643 -2.6681 0.7978 0.09 1.49 0.80 -0.029
C 2.9620 -3.8220 0.1371 1.13 -0.88 0.19 -0.090
C 1.9390 -4.0977 -0.6523 -1.39 -0.12 -0.93 0.007
C 0.9011 -3.0797 -0.8091 0.72 -1.44 -0.13 -0.355
N 1.0726 -1.9075 -0.2833 1.04 0.40 0.77 0.113
C 2.0653 -1.7068 0.6417 0.23 -0.78 -0.25 -0.485
O 2.0397 -0.6966 1.3204 0.10 0.03 0.37 0.000
N -0.2132 -3.3739 -1.4363 -0.71 -0.24 -0.85 0.220
H 5.0363 -2.8893 1.4502 0.06 -0.04 -0.03 0.086
H 3.8366 -2.7748 2.7633 -0.05 -0.04 0.08 0.099
H 4.2682 -1.3365 1.8525 0.01 0.17 -0.03 0.097
H 3.7766 -4.5220 0.2992 -0.12 0.01 -0.01 0.132
H 1.8522 -5.0615 -1.1338 -0.02 0.09 -0.04 0.104
H -0.2154 -4.1594 -2.0635 -0.06 -0.12 0.18 0.112
H -0.9899 -2.7080 -1.5606 -0.12 0.45 -0.05 0.078
O 0.2596 0.3225 -3.1414 0.32 -0.33 -0.12 0.054
C -0.3962 1.0818 -2.4603 -0.54 0.01 0.52 -0.535
O -0.7944 0.7334 -1.2004 -0.25 0.57 -1.98 -0.182
C -0.8202 2.4117 -2.9239 -0.04 0.08 0.25 -0.171
C -1.7408 3.1988 -2.2164 -0.01 0.20 0.02 -0.035
C -2.1298 4.4398 -2.6827 0.11 -0.25 -0.03 -0.010
C -1.5871 4.9389 -3.8900 -0.01 0.02 -0.02 -0.199
C -0.6356 4.1619 -4.5918 -0.04 -0.10 0.16 -0.016
C -0.2761 2.9215 -4.1084 0.05 0.14 -0.21 -0.031
N -1.9825 6.1733 -4.3786 -0.05 0.29 -0.08 -0.418
O -2.8748 6.8399 -3.7382 0.40 -0.22 -0.32 -0.139
O -1.4421 6.6208 -5.4567 -0.29 -0.15 0.44 -0.144
H -2.1463 2.8156 -1.2856 0.01 0.00 -0.04 0.113
H -2.8446 5.0493 -2.1516 -0.01 0.00 0.00 0.093
H -0.2080 4.5699 -5.4947 -0.01 0.00 -0.02 0.090
H 0.4532 2.3146 -4.6379 -0.09 0.07 0.05 0.110
```
Forces are in eV/Å.

***

ORCA calculation (ωB97M-V/def2-TZVPD) on C19H20BFN9O6PtS as an isolated structure.

The calculation puts the strongest force on any atom at 0.31 eV/Å. For the energy above the lowest of the compared OMol25 structures with the same formula, charge and spin, the calculation gives 0.4 kcal per mole. The charge is -1.

Geometry as XYZ:
```
58
Properties=species:S:1:pos:R:3:forces:R:3:lowdin_charge:R:1
Pt 0.8323 0.5310 -0.2456 0.09 -0.01 0.04 1.210
B 4.2817 0.6785 -1.1518 0.00 -0.03 0.08 -0.407
N 3.3516 -0.5272 -1.5010 0.01 -0.02 -0.07 -0.060
C 3.8235 -1.6061 -2.1366 -0.02 -0.01 0.01 -0.088
C 2.8640 -2.6013 -2.1136 0.02 0.03 -0.02 -0.049
C 1.7939 -2.0352 -1.4324 -0.05 -0.02 -0.05 -0.130
N 2.1028 -0.7822 -1.0813 -0.04 0.00 0.15 -0.127
N 3.5219 1.8524 -0.4439 -0.04 0.13 -0.27 -0.060
C 4.1223 3.0365 -0.2817 0.03 0.01 0.04 -0.099
C 3.1722 3.9958 0.0102 0.02 0.00 0.03 -0.048
C 1.9708 3.2982 0.0075 -0.09 0.04 0.01 -0.143
N 2.1960 2.0129 -0.2655 0.05 -0.12 0.21 -0.131
H 4.7276 1.0936 -2.1961 0.02 0.00 0.01 0.071
H 5.1565 0.2942 -0.4095 -0.01 0.00 0.01 0.066
H 4.8186 -1.5883 -2.5481 -0.01 0.00 0.01 0.126
H 2.9232 -3.5873 -2.5390 0.01 0.01 0.01 0.094
H 0.8282 -2.4410 -1.1829 0.00 0.03 0.00 0.108
H 5.1880 3.1146 -0.4180 -0.01 0.00 -0.01 0.122
H 3.3231 5.0425 0.2061 0.00 -0.01 -0.01 0.092
H 0.9710 3.6504 0.1862 0.04 -0.03 -0.02 0.095
F 1.4736 -1.3904 -5.2868 0.01 -0.02 -0.01 0.083
C 1.0690 -0.3556 -4.5384 0.01 0.01 0.04 -0.194
C -0.0437 -0.4268 -3.8039 0.03 0.00 0.04 0.043
N -0.4865 0.6234 -3.0322 -0.07 -0.04 -0.12 -0.002
C -1.6354 0.4141 -2.1453 0.00 -0.04 -0.02 -0.044
C -1.4618 -0.8823 -1.3300 -0.15 0.04 0.00 -0.646
O -2.1439 -1.8521 -1.6437 0.03 0.08 0.08 0.021
O -0.6112 -0.8890 -0.3617 0.14 -0.16 -0.08 -0.219
C 0.1811 1.8327 -3.0117 0.05 -0.02 0.06 -0.503
O -0.2011 2.8104 -2.4073 -0.05 0.05 -0.07 0.071
N 1.3540 1.8433 -3.7497 -0.02 0.01 -0.03 0.226
C 1.8953 0.8422 -4.5495 0.01 0.01 0.00 -0.408
O 2.9215 1.0018 -5.1725 -0.02 -0.01 0.01 0.089
H -0.6440 -1.3272 -3.7643 0.00 0.00 0.00 0.152
H -2.5445 0.3110 -2.7365 0.01 0.03 -0.01 0.134
H -1.7077 1.2814 -1.4929 -0.02 -0.01 -0.02 0.102
H 1.8790 2.7042 -3.6964 0.01 0.02 0.00 0.168
O -0.6532 1.6557 0.5480 0.08 0.12 -0.11 -0.332
N -0.4470 2.3702 1.5996 -0.05 -0.11 0.01 -0.001
C -1.5075 3.0103 2.0107 0.05 0.06 0.07 -0.303
C -1.3873 3.8409 3.1683 -0.01 -0.01 0.00 -0.190
N -1.3222 4.5237 4.0911 0.00 0.01 0.01 0.138
C -2.7658 2.9335 1.3278 -0.03 0.01 0.00 -0.169
N -3.7776 2.8880 0.7836 -0.01 0.01 -0.02 0.175
O -2.9109 -1.5325 3.0181 0.01 0.01 0.01 -0.548
S -3.3487 -0.9035 1.7341 0.03 0.01 0.09 0.908
C -4.3329 -2.1930 0.8764 0.00 -0.03 0.00 -0.298
C -5.8173 -1.8407 0.9830 0.01 0.01 0.01 -0.239
C -5.9696 -0.9880 2.2417 0.00 0.00 -0.02 -0.249
C -4.8523 0.0371 2.1300 -0.07 -0.02 -0.05 -0.347
H -4.0798 -3.0813 1.4571 0.00 0.00 -0.01 0.091
H -3.9575 -2.3155 -0.1378 -0.01 0.04 -0.01 0.061
H -6.4354 -2.7400 1.0058 0.00 0.00 0.01 0.105
H -6.1250 -1.2546 0.1130 0.00 -0.01 0.00 0.109
H -5.8192 -1.5991 3.1345 0.00 0.00 0.00 0.110
H -6.9523 -0.5177 2.3104 0.00 0.00 0.00 0.106
H -4.6322 0.6018 3.0348 -0.01 -0.02 0.01 0.090
H -5.0260 0.7402 1.3119 0.01 -0.02 0.01 0.062
```
Forces are in eV/Å.

***

ORCA calculation (ωB97M-V/def2-TZVPD) on C5H6ClFO in the gas phase at a distorted geometry.

The calculation puts the strongest force on any atom at 4.54 eV/Å. For the energy above the lowest of the compared OMol25 structures with the same formula, charge and spin, the calculation gives 77.6 kcal per mole. The charge is 0.

Geometry as XYZ:
```
14
Properties=species:S:1:pos:R:3:forces:R:3:lowdin_charge:R:1
C -1.0096 -0.1499 1.8659 1.60 -1.56 3.31 0.023
C 0.0498 -0.5105 1.1792 3.20 -1.03 0.15 -0.103
C 0.3542 -0.0553 -0.2617 -4.00 0.92 1.93 -0.324
C 0.6397 -1.0871 -1.3312 -0.43 0.09 0.77 -0.620
F -0.2737 -2.1874 -1.2929 1.59 1.85 0.01 -0.032
Cl 0.4499 -0.0604 -2.6669 0.23 -0.66 -4.33 0.835
C 0.1804 1.4355 -0.5511 0.21 0.55 2.57 -0.207
O -0.9609 0.6431 -0.7297 1.65 0.31 0.89 -0.139
H -1.6235 0.5230 1.4644 -2.79 2.29 -1.79 0.013
H -1.2164 -0.3276 2.9738 0.72 -0.27 -1.73 0.099
H 0.9102 -1.0891 1.6891 -1.55 0.66 -0.96 0.132
H 1.6704 -1.4029 -1.4083 -0.03 -0.82 0.57 0.108
H 0.1949 2.1515 0.3160 -0.47 -1.40 0.23 0.128
H 0.6347 2.1171 -1.2467 0.08 -0.93 -1.63 0.086
```
Forces are in eV/Å.